1.
Molecular formula: C4H10O2
Method: DFT, ωB97M-V/def2-TZVPD

Last column: Löwdin charge in e.
Geometry (Å):
C1 1.760 1.239 -0.249  -0.0518
H1 -0.559 -1.526 1.092  0.0763
O1 1.002 0.145 0.314  -0.2025
C2 0.939 -0.933 -0.432  -0.1134
C3 0.054 -1.927 0.273  -0.1243
C4 -1.683 0.485 -1.101  -0.1712
H2 -0.578 -2.433 -0.464  0.0736
O2 -1.402 1.479 -0.141  -0.1200
H3 -0.768 0.075 -1.562  0.0571
H4 -2.259 -0.352 -0.677  0.0827
H5 0.720 -2.700 0.677  0.0797
H6 1.078 1.823 -0.875  0.0893
H7 -0.832 1.076 0.530  0.0568
H8 2.112 1.841 0.594  0.0950
H9 -2.274 0.952 -1.891  0.0861
H10 2.585 0.824 -0.832  0.0866

Properties
- net charge = 0
- LUMO energy (eV) = 1.000
- energy above the lowest of the compared OMol25 structures with the same formula, charge and spin (kcal per mole) = 86.4
- orbital gap (eV) = 9.662
- DFT total energy (eV) = -8401.799

2.
Molecular formula: C35H29Cl4NO8PS3Y
Method: DFT, ωB97M-V/def2-TZVPD

Last column: Löwdin charge in e.
Geometry (Å):
H1 1.200 -1.981 -1.408  0.0980
C1 1.622 3.603 0.020  -0.3254
C2 -0.226 -2.727 2.273  -1.6276
P1 1.523 2.003 0.928  1.1096
H2 3.590 3.413 2.497  0.0983
C3 2.146 -1.299 -3.237  -0.3629
C4 -1.814 2.662 1.078  -0.4354
C5 4.119 2.653 1.932  -0.0865
C6 -3.712 3.223 3.074  -0.7185
C7 -2.131 0.411 -2.544  -0.6231
Cl1 -4.887 3.557 4.319  0.5901
H3 2.753 0.803 -3.255  0.0673
H4 3.116 -1.649 -3.605  0.1173
C8 5.494 2.567 2.047  -0.0848
H5 5.997 -0.130 0.073  0.1107
C9 0.301 3.473 3.065  -0.0907
C10 1.064 1.607 4.967  -0.0750
H6 -4.204 0.199 -1.978  0.1218
O1 -0.894 2.351 0.202  -0.2795
C11 1.107 2.404 2.680  -0.3401
H7 -3.383 -1.918 -1.604  0.1404
C12 1.374 3.524 -1.354  -0.0840
C13 1.457 4.650 -2.159  -0.0830
C14 4.088 0.763 0.465  -0.1159
O2 -0.956 0.472 -2.026  -0.1569
S1 0.970 -1.637 1.681  0.5111
C15 0.263 2.682 5.338  -0.0936
H8 1.077 2.572 -1.785  0.0923
H9 -1.267 -4.226 -0.464  0.0956
C16 -3.410 4.186 2.126  -0.7221
C17 1.980 0.158 -3.679  -0.0775
H10 1.001 0.543 -3.378  0.0587
H11 6.028 3.269 2.678  0.0966
H12 1.246 4.569 -3.220  0.1013
C18 -2.112 1.668 2.065  -0.4116
C19 -3.192 -1.705 -0.549  -0.1492
H13 7.263 1.496 1.439  0.0943
C20 1.478 1.468 3.651  -0.1008
C21 2.142 -1.516 -1.695  -0.2670
H14 -0.087 2.775 6.361  0.0947
H15 1.174 -3.221 -3.606  0.0779
Cl2 -2.010 5.078 -0.063  0.6678
H16 2.046 0.215 -4.771  0.0733
C22 5.481 0.670 0.588  -0.0270
O3 -3.009 -0.296 -0.343  -0.1821
O4 -2.133 -3.814 -0.553  -0.0330
S2 -1.930 -2.513 1.821  0.8061
S3 0.135 -3.992 3.311  0.3628
O5 -0.812 -1.936 -0.628  -0.3114
C23 6.185 1.573 1.359  -0.0896
O6 4.174 -1.403 -0.518  -0.0183
H17 1.823 6.769 -2.224  0.0907
O7 -1.449 0.552 1.998  -0.2541
H18 2.982 -3.089 -0.431  0.1159
H19 1.338 0.851 5.694  0.1013
H20 2.151 4.936 1.624  0.0914
Cl3 -3.403 0.749 4.219  0.6659
H21 2.056 0.596 3.369  0.0814
H22 -0.774 4.435 4.654  0.1050
H23 -3.337 1.526 -1.171  0.1303
Cl4 -4.192 5.744 2.160  0.5881
C24 -3.267 0.495 -1.517  -0.0939
C25 -0.118 3.613 4.386  -0.0763
O8 -2.425 0.310 -3.735  0.0115
H24 3.870 -2.851 -1.965  0.1161
C26 -1.917 -2.467 -0.178  -0.8444
C27 3.382 1.776 1.130  -0.2400
C28 1.952 4.839 0.566  -0.0991
H25 1.051 -2.070 -4.954  0.0724
H26 -0.048 4.184 2.327  0.0978
C29 3.303 -2.364 -1.175  -0.0821
H27 -4.023 -2.068 0.056  0.1232
H28 0.068 -1.840 -3.493  0.0809
C30 2.025 5.973 -0.238  -0.0981
H29 2.266 6.931 0.209  0.0935
C31 1.778 5.882 -1.601  -0.1090
N1 2.292 -0.246 -0.931  0.1048
C32 1.048 -2.162 -3.863  -0.0659
C33 -2.463 3.892 1.126  -0.6239
C34 -3.072 1.969 3.029  -0.6084
Y1 -0.487 0.083 0.118  1.2674
C35 3.424 -0.280 -0.362  -0.3559

Properties
- net charge = -2
- LUMO energy (eV) = 4.125
- energy above the lowest of the compared OMol25 structures with the same formula, charge and spin (kcal per mole) = 17.6
- orbital gap (eV) = 6.265
- DFT total energy (eV) = -147572.128

3.
Molecular formula: C3H3ClN2S
Method: DFT, ωB97M-V/def2-TZVPD

Last column: Löwdin charge in e.
Geometry (Å):
C1 -0.426 1.059 0.008  -0.2395
C2 -1.131 -0.095 -0.059  -0.4209
Cl1 3.806 0.201 -0.020  0.6130
H1 -2.224 -0.313 0.052  0.0784
H2 -0.915 2.095 0.029  0.1291
C3 1.283 -0.344 -0.055  -0.8207
N1 2.510 -0.924 0.121  -0.4372
H3 2.509 -1.570 -0.662  0.0682
N2 0.974 0.904 0.036  0.0251
S1 -0.046 -1.459 0.013  1.0045

Properties
- net charge = 0
- LUMO energy (eV) = 0.519
- energy above the lowest of the compared OMol25 structures with the same formula, charge and spin (kcal per mole) = 33.5
- orbital gap (eV) = 9.429
- DFT total energy (eV) = -29495.868
- SMILES = ClNc1nccs1

4.
Molecular formula: C21H41ClCsF8LiN2O17P2S3V
Method: DFT, ωB97M-V/def2-TZVPD

Last column: Löwdin charge in e.
Geometry (Å):
H1 -6.800 -3.308 5.328  0.0628
H2 6.160 -4.458 0.608  0.0872
F1 -7.170 4.732 6.294  -0.1953
S1 -8.244 3.875 5.491  0.4824
H3 9.915 3.888 1.988  0.1192
H4 1.330 0.851 2.756  0.1385
H5 0.733 1.967 1.481  0.1195
H6 6.166 -2.817 1.312  0.0870
P1 -5.422 -0.223 -1.230  0.8579
Cs1 0.760 0.519 -2.783  1.8462
P2 7.102 2.441 0.441  0.2024
H7 -5.622 -0.058 1.344  0.0130
H8 -6.973 0.797 0.457  0.0555
O1 -1.656 0.966 -0.951  -0.0570
F2 5.792 2.620 -0.473  -0.1819
O2 3.898 1.624 1.559  0.0414
C1 2.272 2.807 2.755  -0.1541
H9 1.291 -3.313 -9.208  0.0729
C2 3.723 2.389 2.758  -0.1368
C3 -6.156 -1.663 -2.222  -0.2874
H10 6.313 -0.887 -0.352  0.0776
H11 -5.903 -2.700 -1.792  0.0712
H12 2.148 3.716 2.158  0.1252
H13 -7.303 -1.543 -2.145  0.0507
H14 -2.740 -1.453 0.824  0.1536
H15 1.400 -1.725 -8.446  0.0809
O3 -7.510 2.673 5.165  -0.3298
H16 1.766 -4.477 -7.142  0.1162
H17 3.971 1.756 3.615  0.1379
H18 4.152 -3.772 -6.817  0.0701
H19 1.619 -2.271 -0.890  0.1269
V1 -0.162 3.066 -8.324  0.8605
C4 -0.586 -2.172 -0.191  -0.3552
Li1 -7.271 1.064 -2.093  0.7607
H20 -3.780 -2.459 -0.296  0.1434
F3 7.711 1.550 -0.754  -0.1778
C5 0.734 -1.534 -0.882  -0.1389
C6 -7.225 -0.633 4.535  -0.2490
C7 -2.946 -1.661 -0.284  -0.0729
C8 -5.887 -2.938 4.859  -0.2589
H21 -5.266 -2.425 5.595  0.0593
H22 -3.416 1.784 -1.509  0.1425
H23 1.108 -0.594 -0.301  0.0429
H24 6.849 -3.101 -2.777  0.1299
C9 -1.750 0.561 -2.368  -0.3890
H25 0.085 -2.828 -8.014  0.0678
C10 -3.543 -0.360 -1.057  -0.4689
C11 2.019 -3.403 -7.154  -0.6453
O4 7.606 -4.667 -1.737  -0.0061
F4 7.121 2.604 2.046  -0.1861
H26 -5.330 -3.777 4.438  0.0500
Cl1 -3.551 1.816 0.964  0.7324
H27 -6.563 -0.192 5.282  0.0664
F5 6.429 1.087 0.999  -0.1909
C12 -6.305 -0.144 0.437  -0.3053
N1 6.489 -2.921 -0.757  -0.1998
H28 7.694 -3.586 0.804  0.0922
H29 1.879 3.005 3.754  0.1213
H30 10.219 5.385 1.219  0.0954
C13 2.698 1.147 1.151  -0.4263
O5 -1.021 0.955 -3.378  -0.5778
O6 -8.797 1.677 7.874  -0.3126
O7 1.860 -2.679 -6.047  -0.1209
F6 6.882 4.036 0.363  -0.1840
O8 -0.451 -2.562 0.987  0.0889
H31 4.771 -1.765 -0.548  0.0788
H32 3.832 -2.290 -7.729  0.0784
O9 2.546 0.393 0.209  0.0368
F7 -10.415 3.199 8.632  -0.2018
C14 1.149 -2.775 -8.264  -0.0629
C15 3.501 -3.321 -7.571  -0.0708
C16 6.632 -3.472 0.575  -0.0490
H33 5.760 -1.364 -1.973  0.0893
F8 8.676 2.747 0.474  -0.1804
N2 -9.452 3.753 6.486  -0.3050
O10 -1.799 -2.293 -0.958  -0.0428
H34 -6.989 -1.046 0.625  0.0545
S2 -6.300 -1.799 3.521  0.7789
O11 -8.510 4.743 4.364  -0.3180
O12 -0.073 1.599 -9.260  -0.7287
H35 -7.613 0.155 3.888  0.0447
O13 -7.282 -2.493 2.626  -0.5738
H36 11.422 4.173 1.226  0.0885
C17 10.706 4.670 1.909  -0.2747
C18 1.602 1.645 2.056  -0.0784
S3 -9.021 3.105 7.856  0.4980
H37 -8.058 -1.140 5.026  0.0706
O14 -0.251 4.527 -7.376  -0.7489
H38 3.663 -3.864 -8.510  0.0709
O15 11.185 5.151 3.038  -0.0541
C19 -3.070 1.115 -0.635  -0.6251
H39 -5.913 -1.609 -3.344  0.0695
C20 7.012 -3.605 -1.812  -0.3494
O16 -8.178 3.896 8.721  -0.2976
O17 -2.826 -0.429 -2.340  0.0067
H40 0.556 -1.247 -1.997  -0.1402
C21 5.793 -1.659 -0.923  -0.0420
H41 4.396 3.247 2.746  0.1367

Properties
- net charge = -1
- LUMO energy (eV) = -3.717
- orbital gap (eV) = 0.951
- DFT total energy (eV) = -171996.429

Which formula does entry 3 have?
C3H3ClN2S